1.
16
Properties=species:S:1:pos:R:3 method="wB97M-V/def2-TZVPD" lumo_ev=0.047
I 0.676 -3.230 -0.081
I -3.929 -0.099 -0.097
O 1.216 1.071 -2.707
O -0.180 -0.027 -1.417
N -1.737 -1.035 1.587
N 1.591 0.104 1.424
C 1.448 0.961 0.670
C 1.248 1.772 -0.434
C 0.744 0.904 -1.591
C -1.969 -0.037 0.804
H 1.983 -2.557 -0.686
H 2.224 2.422 -0.671
H -2.291 -1.907 1.966
H -0.669 0.184 -0.549
H 0.515 2.529 -0.331
H -0.869 -1.055 2.114



2.
13
Properties=species:S:1:pos:R:3 method="wB97M-V/def2-TZVPD" lumo_ev=0.827 smiles=Cc1cnoc1.I
I -5.239 0.511 0.145
O -1.048 0.771 0.677
N -1.290 -0.546 0.357
C 2.364 -0.373 -0.337
C -0.162 -1.119 0.037
C 0.911 -0.205 0.061
C 0.256 1.004 0.484
H -4.331 1.487 -0.714
H 2.552 -1.071 -1.095
H -0.155 -2.185 -0.156
H 2.885 -0.812 0.443
H 0.571 1.981 0.690
H 2.687 0.555 -0.591



3.
13
Properties=species:S:1:pos:R:3 method="wB97M-V/def2-TZVPD" lumo_ev=0.255 smiles="CC1=N[C@@H](I)SC1"
I -0.581 -2.468 2.310
S 0.152 -2.023 -0.929
N 0.740 -0.246 0.994
C 0.104 0.389 0.089
C -0.370 -0.335 -1.088
C -0.238 1.846 0.082
C 0.774 -1.728 0.747
H -1.495 -0.167 -1.124
H -0.131 0.166 -2.078
H 0.666 2.365 -0.379
H -1.118 2.044 -0.554
H -0.327 2.224 0.994
H 1.823 -2.067 0.936



4.
16
Properties=species:S:1:pos:R:3 method="wB97M-V/def2-TZVPD" lumo_ev=2.736 charge=-1
I -1.304 -1.062 2.912
O -1.227 1.974 -1.274
O 1.006 0.335 -1.679
O 0.518 1.440 2.639
O 1.745 0.995 0.760
O -1.273 -1.909 -0.094
C -0.320 -0.972 0.077
C 0.842 0.845 1.597
C -0.114 -0.332 1.232
C 0.566 -0.946 -1.211
H 1.648 0.786 -0.990
H 1.488 -1.458 -0.877
H -1.787 -2.130 0.767
H -1.451 1.432 -0.539
H -0.253 2.312 -1.237
H -0.083 -1.310 -2.081



5.
13
Properties=species:S:1:pos:R:3 method="wB97M-V/def2-TZVPD" lumo_ev="-11.326 / -11.326" charge=+2
In -0.357 2.014 -0.206
O 1.220 1.017 -0.417
C -0.198 -0.883 -0.751
C 0.953 -0.188 -0.906
C -2.062 0.782 -0.046
C -1.359 -0.555 0.256
Li -3.757 -0.581 -0.126
H -1.973 -1.485 0.258
H -2.768 1.104 0.742
H -0.952 -0.502 1.280
H -0.265 -1.837 -1.279
H -2.525 0.826 -1.052
H 1.764 -0.645 -1.495



6.
14
Properties=species:S:1:pos:R:3 method="wB97M-V/def2-TZVPD" lumo_ev="-11.388 / -13.392" s2=0.757 spin_multiplicity=2 charge=+2
In -1.380 3.255 0.302
O -1.164 5.105 0.849
O -2.953 6.399 0.732
O -3.055 4.211 0.193
C -2.398 5.220 0.585
C -0.956 1.187 0.150
C -1.952 0.338 -0.117
C -4.345 6.533 0.431
H -4.530 6.288 -0.621
H -4.590 7.580 0.625
H -2.675 -0.094 0.591
H -4.938 5.878 1.081
H -2.381 0.317 -1.129
H -1.022 0.484 1.148



7.
16
Properties=species:S:1:pos:R:3 method="wB97M-V/def2-TZVPD" lumo_ev="-3.928 / -4.108" s2=0.754 spin_multiplicity=2 charge=+1
O -0.888 0.168 0.487
O -0.045 -4.042 -0.596
O -1.657 -2.572 -0.380
O 0.137 -2.115 -1.778
C -0.031 -0.643 -1.746
C 0.142 -0.152 -0.272
C -0.517 -2.824 -0.773
C 1.370 -4.270 -0.536
Li -0.507 1.497 0.961
Li -2.317 -0.986 0.362
H 1.168 0.030 0.077
H 1.799 -3.743 0.324
H 0.783 -0.296 -2.393
H 1.482 -5.352 -0.420
H -1.050 -0.460 -2.117
H 1.847 -3.936 -1.464



8.
17
Properties=species:S:1:pos:R:3 method="wB97M-V/def2-TZVPD" lumo_ev="-9.115 / -9.117" s2=0.751 spin_multiplicity=2 charge=+2
Lu -0.387 1.545 -0.133
Mg -3.473 1.433 -3.050
O -2.005 0.496 -1.667
O -2.580 -0.706 -3.377
O 1.151 0.242 -0.936
O 0.247 -0.046 1.523
O 0.401 2.228 1.584
C 1.261 -0.914 -0.463
C 0.705 1.132 2.305
C 1.196 -0.967 1.046
C -1.926 -0.570 -2.353
H 2.205 -0.772 1.448
H -0.879 -1.237 -2.108
H 0.147 1.066 3.256
H 1.786 0.984 2.491
H 0.882 -1.984 1.332
H 1.267 -1.930 -0.898



Copy entry 8 word for word.
17
Properties=species:S:1:pos:R:3 method="wB97M-V/def2-TZVPD" lumo_ev="-9.115 / -9.117" s2=0.751 spin_multiplicity=2 charge=+2
Lu -0.387 1.545 -0.133
Mg -3.473 1.433 -3.050
O -2.005 0.496 -1.667
O -2.580 -0.706 -3.377
O 1.151 0.242 -0.936
O 0.247 -0.046 1.523
O 0.401 2.228 1.584
C 1.261 -0.914 -0.463
C 0.705 1.132 2.305
C 1.196 -0.967 1.046
C -1.926 -0.570 -2.353
H 2.205 -0.772 1.448
H -0.879 -1.237 -2.108
H 0.147 1.066 3.256
H 1.786 0.984 2.491
H 0.882 -1.984 1.332
H 1.267 -1.930 -0.898